1.
DFT (ωB97M-V/def2-TZVPD) results for C23H27N3O2 in the gas phase.

Summary:
- relative energy (zero: lowest compared OMol25 entry of this formula, charge and spin) (eV) = 1.604
- energy (eV) = -32855.344
- structure (SMILES) = COc1ccc(N[C@H]2CCCN(C(=O)c3ccc4[nH]c(C)c(C)c4c3)C2)cc1
- LUMO level (eV) = 0.7254

Last column: Löwdin charge in e.
Positions of all 55 atoms, in Å:
C 1.857 -2.616 -8.045  -0.1024
O 0.630 -2.073 -7.631  -0.0969
C 0.335 -2.089 -6.291  -0.2876
C -0.904 -1.558 -5.932  -0.0092
C -1.294 -1.521 -4.614  -0.0252
C -0.469 -2.016 -3.598  -0.2727
C 0.766 -2.543 -3.966  -0.0285
C 1.163 -2.580 -5.293  -0.0261
H 2.130 -2.999 -5.527  0.1018
H 1.436 -2.940 -3.220  0.1034
N -0.942 -2.022 -2.298  0.0418
H -1.756 -1.437 -2.172  0.1127
C -0.075 -2.076 -1.142  -0.2966
C -0.918 -2.261 0.136  -0.0807
N -1.023 -1.033 0.897  -0.0559
C -0.520 -0.996 2.161  -0.4265
O -0.062 -1.985 2.704  0.0721
C -0.607 0.320 2.864  -0.1633
C 0.557 0.962 3.240  0.0521
C 0.463 2.161 3.942  -0.1157
C -0.814 2.678 4.268  -0.2026
C -1.983 2.023 3.906  -0.0080
C -1.865 0.845 3.201  -0.0477
H -2.752 0.300 2.911  0.1194
H -2.952 2.420 4.171  0.1083
N -0.618 3.839 4.953  0.1169
C 0.733 4.078 5.080  -0.2588
C 1.431 3.071 4.471  -0.1877
C 2.908 2.904 4.351  -0.0352
H 3.438 3.644 4.944  0.0650
H 3.200 1.912 4.691  0.0820
H 3.220 3.007 3.311  0.0832
C 1.198 5.295 5.798  -0.0168
H 0.781 5.328 6.805  0.0823
H 2.281 5.304 5.872  0.0700
H 0.881 6.196 5.272  0.0833
H -1.341 4.429 5.330  0.1604
H 1.517 0.537 2.991  0.1266
C -1.281 0.137 0.094  -0.1403
H -2.185 -0.059 -0.495  0.1207
C -0.081 0.430 -0.831  -0.1416
C 0.794 -0.817 -0.982  -0.1291
H 1.449 -0.706 -1.847  0.1094
H 1.417 -0.945 -0.095  0.1201
H 0.521 1.238 -0.414  0.1089
H -0.440 0.755 -1.809  0.1070
H -1.481 0.990 0.741  0.1114
H -1.921 -2.611 -0.135  0.1319
H -0.460 -2.996 0.800  0.1233
H 0.573 -2.950 -1.262  0.1363
H -2.259 -1.106 -4.355  0.1096
H -1.545 -1.176 -6.711  0.1169
H 1.876 -2.512 -9.129  0.0908
H 2.705 -2.071 -7.616  0.0933
H 1.939 -3.676 -7.783  0.0940

2.
DFT (ωB97M-V/def2-TZVPD) results for C23H27N3O2S2 in the gas phase.

Summary:
- relative energy (zero: lowest compared OMol25 entry of this formula, charge and spin) (eV) = 0.000
- energy (eV) = -54527.234
- structure (SMILES) = O=C(CSc1cn(CCNC(=O)c2cccs2)c2ccccc12)NC1CCCCC1
- LUMO level (eV) = 0.4455

Last column: Löwdin charge in e.
Positions of all 57 atoms, in Å:
O -3.162 0.060 -2.426  0.0606
C -3.535 -0.036 -1.275  -0.5755
N -3.087 -0.957 -0.407  0.0888
H -3.377 -0.886 0.559  0.1008
C -2.059 -1.924 -0.737  -0.3031
C -0.703 -1.247 -0.963  -0.1502
C 0.337 -2.299 -1.334  -0.2064
C 0.462 -3.329 -0.217  -0.2137
C -0.886 -3.997 0.041  -0.1933
C -1.948 -2.955 0.380  -0.1494
H -2.914 -3.441 0.534  0.1188
H -1.671 -2.441 1.305  0.1182
H -0.798 -4.711 0.861  0.1098
H -1.193 -4.547 -0.851  0.1159
H 1.203 -4.083 -0.486  0.1110
H 0.804 -2.831 0.693  0.0945
H 1.303 -1.827 -1.517  0.0696
H 0.030 -2.796 -2.257  0.1212
H -0.810 -0.514 -1.763  0.1061
H -0.408 -0.733 -0.043  0.1103
H -2.359 -2.411 -1.674  0.1601
C -4.603 0.890 -0.707  -0.3607
H -5.559 0.368 -0.654  0.0836
H -4.711 1.763 -1.350  0.0804
S -4.228 1.417 0.998  0.9399
C -2.531 1.850 0.790  -0.4944
C -1.993 2.639 -0.186  -0.0509
N -0.642 2.742 -0.015  -0.0440
C -0.286 2.011 1.087  -0.1815
C 0.953 1.811 1.688  -0.0373
C 1.006 0.992 2.795  -0.1074
C -0.142 0.384 3.311  -0.0922
C -1.377 0.599 2.746  -0.0404
C -1.458 1.423 1.625  -0.1948
H -2.272 0.153 3.155  0.1060
H -0.051 -0.256 4.176  0.0993
H 1.956 0.817 3.278  0.1014
H 1.846 2.285 1.309  0.1077
C 0.253 3.381 -0.939  -0.0992
H 1.087 3.826 -0.390  0.1321
H -0.288 4.175 -1.459  0.1302
C 0.812 2.388 -1.977  -0.1331
N 1.677 1.408 -1.372  0.0640
C 2.996 1.667 -1.178  -0.5247
O 3.545 2.656 -1.629  0.0701
C 3.732 0.665 -0.393  -0.4156
C 5.082 0.680 -0.165  -0.0966
C 5.517 -0.381 0.649  -0.1728
C 4.496 -1.190 1.040  -0.3826
S 2.984 -0.674 0.420  1.0711
H 4.536 -2.065 1.658  0.0653
H 6.542 -0.537 0.935  0.1037
H 5.722 1.437 -0.580  0.1205
H 1.246 0.632 -0.893  0.0721
H 1.410 2.943 -2.704  0.1248
H -0.009 1.876 -2.485  0.1248
H -2.478 3.131 -1.006  0.1369

3.
DFT (ωB97M-V/def2-TZVPD) results for C23H27N3O3 in the gas phase.

Summary:
- relative energy (zero: lowest compared OMol25 entry of this formula, charge and spin) (eV) = 1.619
- energy (eV) = -34903.279
- structure (SMILES) = CCOc1ccc(N2C[C@@H](C(=O)Nc3ccccc3N3CCCC3)CC2=O)cc1
- LUMO level (eV) = 0.7187

Last column: Löwdin charge in e.
Positions of all 56 atoms, in Å:
C 7.663 1.294 1.993  -0.0655
C 6.568 0.322 1.583  -0.2668
O 5.558 1.065 0.929  -0.0511
C 4.467 0.414 0.449  -0.2715
C 3.518 1.205 -0.202  0.0131
C 2.371 0.652 -0.726  0.0040
C 2.136 -0.719 -0.621  -0.1837
C 3.081 -1.507 0.027  -0.0143
C 4.232 -0.951 0.558  -0.0143
H 4.938 -1.601 1.051  0.1040
H 2.939 -2.572 0.122  0.1051
N 0.965 -1.300 -1.139  0.0212
C 0.188 -0.796 -2.135  -0.4353
O 0.343 0.250 -2.724  0.0640
C -0.927 -1.799 -2.407  -0.0338
H -1.875 -1.305 -2.614  0.1290
C -0.926 -2.712 -1.188  -0.1755
H -1.174 -3.746 -1.437  0.1501
C 0.533 -2.616 -0.707  -0.0889
H 0.609 -2.710 0.379  0.1383
H 1.147 -3.395 -1.174  0.1357
C -1.847 -2.338 -0.017  -0.4300
O -2.113 -3.185 0.812  0.0728
N -2.249 -1.049 0.029  0.1652
C -3.137 -0.447 0.933  -0.1393
C -3.780 -1.146 1.943  -0.0078
C -4.709 -0.510 2.748  -0.0849
C -5.009 0.823 2.541  -0.0930
C -4.358 1.532 1.546  -0.0217
C -3.403 0.923 0.742  -0.1768
N -2.728 1.590 -0.301  -0.1247
C -1.349 2.003 -0.058  -0.1532
C -0.977 2.803 -1.314  -0.1543
H -0.372 2.204 -1.992  0.0708
C -2.325 3.147 -1.971  -0.1520
H -2.405 4.200 -2.235  0.1047
H -2.465 2.555 -2.874  0.1080
C -3.355 2.745 -0.917  -0.1845
H -4.323 2.467 -1.336  0.1288
H -3.498 3.576 -0.208  0.1162
H -0.415 3.697 -1.049  0.1076
H -1.289 2.643 0.838  0.1278
H -0.698 1.143 0.106  0.1069
H -4.596 2.575 1.400  0.1023
H -5.744 1.320 3.157  0.0999
H -5.206 -1.065 3.529  0.1020
H -3.562 -2.191 2.083  0.0985
H -1.986 -0.417 -0.717  0.1143
H -0.651 -2.359 -3.305  0.1359
H 1.662 1.283 -1.232  0.0944
H 3.703 2.263 -0.285  0.1208
H 6.154 -0.179 2.469  0.1254
H 6.974 -0.441 0.904  0.1254
H 8.461 0.760 2.500  0.0754
H 7.257 2.049 2.661  0.0775
H 8.066 1.791 1.115  0.0775

4.
DFT (ωB97M-V/def2-TZVPD) results for C23H27N3O4 in the gas phase.

Summary:
- relative energy (zero: lowest compared OMol25 entry of this formula, charge and spin) (eV) = 1.367
- energy (eV) = -36950.090
- structure (SMILES) = CC(C)C(=O)N1CCN(c2ccc(NC(=O)c3ccc4c(c3)OCCO4)cc2)CC1
- LUMO level (eV) = 0.6975

Last column: Löwdin charge in e.
Positions of all 57 atoms, in Å:
C 1.026 2.892 4.661  -0.0517
H 2.075 3.155 4.540  0.0795
H 0.423 3.780 4.486  0.0897
H 0.864 2.565 5.686  0.0741
C 0.633 1.801 3.662  -0.3367
C -0.848 1.487 3.846  -0.4441
O -1.707 2.107 3.252  0.0670
N -1.186 0.524 4.750  -0.0496
C -0.289 -0.369 5.440  -0.1184
H -0.761 -0.620 6.396  0.1243
C -0.087 -1.652 4.588  -0.1286
N -1.160 -1.778 3.623  -0.1032
C -0.927 -1.414 2.296  -0.2284
C -1.862 -0.725 1.521  -0.0077
C -1.622 -0.425 0.195  0.0049
C -0.430 -0.805 -0.410  -0.2306
C 0.504 -1.507 0.347  -0.0304
C 0.256 -1.815 1.668  -0.0277
H 0.991 -2.395 2.206  0.1060
H 1.432 -1.828 -0.107  0.1104
N -0.120 -0.530 -1.747  0.1331
C -0.878 0.090 -2.694  -0.4206
O -1.978 0.566 -2.498  0.0784
C -0.219 0.162 -4.034  -0.1356
C 0.644 -0.818 -4.508  0.0521
C 1.205 -0.709 -5.772  -0.1907
C 0.928 0.410 -6.565  -0.1969
C 0.037 1.371 -6.100  0.0189
C -0.539 1.241 -4.856  -0.0136
H -1.239 1.977 -4.491  0.1193
H -0.183 2.212 -6.738  0.1227
O 1.501 0.589 -7.795  -0.0207
C 2.591 -0.270 -8.040  -0.1480
C 2.252 -1.692 -7.597  -0.1497
H 3.078 -2.377 -7.791  0.1329
O 2.021 -1.724 -6.207  -0.0262
H 1.356 -2.033 -8.134  0.1402
H 2.788 -0.223 -9.112  0.1330
H 3.474 0.079 -7.487  0.1395
H 0.872 -1.710 -3.944  0.1274
H 0.798 -0.842 -2.033  0.1275
H -2.357 0.119 -0.374  0.1041
H -2.793 -0.389 1.946  0.1048
C -2.437 -1.496 4.240  -0.1314
H -3.239 -1.746 3.547  0.1196
C -2.530 -0.019 4.702  -0.1105
H -2.993 0.051 5.692  0.1228
H -3.099 0.596 4.004  0.1104
H -2.520 -2.164 5.104  0.1206
H 0.867 -1.603 4.067  0.1004
H -0.080 -2.536 5.237  0.1210
H 0.661 0.114 5.658  0.1118
C 0.855 2.270 2.226  -0.0502
H 1.889 2.578 2.083  0.0796
H 0.198 3.107 2.006  0.0840
H 0.625 1.467 1.528  0.0700
H 1.240 0.908 3.829  0.1211

5.
DFT (ωB97M-V/def2-TZVPD) results for a molecular structure, C23H27N3O6S in a non-equilibrium geometry.

Summary:
- relative energy (zero: lowest compared OMol25 entry of this formula, charge and spin) (eV) = 23.574
- energy (eV) = -51857.958
- LUMO level (eV) = -0.9913

Last column: Löwdin charge in e.
Positions of all 60 atoms, in Å:
C 2.164 3.253 2.054  -0.0768
H 3.108 3.590 2.559  0.0844
C 2.536 1.922 1.463  -0.0993
H 3.341 1.764 0.846  0.0674
H 2.519 0.976 2.185  0.1433
O 1.217 1.196 0.840  -0.1490
C 0.733 1.823 -0.160  -0.2058
C 1.630 2.430 -1.461  0.0539
C 1.057 3.076 -2.537  -0.1578
C -0.217 3.194 -2.546  -0.1244
C -1.155 2.973 -1.521  0.0158
C -0.673 2.220 -0.535  -0.1542
N -1.344 1.408 0.470  0.0848
C -2.573 2.110 1.000  -0.2765
O -3.142 3.018 0.454  0.0920
C -3.315 1.046 2.111  0.0047
H -2.809 1.102 3.037  0.1155
H -4.361 1.204 2.052  0.1220
O -2.850 -0.177 1.633  -0.0041
C -3.388 -0.670 0.615  -0.5056
O -4.041 -0.034 -0.353  0.0057
C -3.009 -2.031 0.396  0.0729
H -3.740 -2.687 0.460  0.0598
H -2.176 -2.306 1.141  0.1444
C -2.366 -2.161 -1.437  -0.5370
C -1.517 -3.636 -1.254  0.0093
H -1.190 -4.018 -2.243  0.0733
H -0.742 -3.501 -0.562  0.0161
H -2.346 -4.519 -0.887  0.1519
C -3.501 -2.406 -2.107  -0.1130
H -3.169 -2.390 -3.248  0.1420
H -4.232 -3.219 -2.068  0.1072
H -4.069 -1.401 -2.103  0.1237
C -1.442 -1.306 -1.638  -0.1918
C -0.178 -1.231 -0.821  -0.1301
N -0.140 -0.912 0.485  -0.0113
S 1.142 -1.587 1.171  0.7034
O 1.020 -3.009 1.664  -0.3106
O 1.137 -0.847 2.602  -0.4070
C 2.404 -1.072 0.414  -0.2020
C 3.871 -1.137 0.997  -0.0139
C 4.716 -0.732 0.227  -0.0822
C 4.532 -0.733 -1.347  0.0294
C 3.308 -0.969 -1.870  -0.0614
C 2.178 -1.029 -1.117  -0.3435
N 1.157 -1.287 -1.570  0.1869
H 1.004 -1.290 -2.522  0.1418
H 3.317 -0.878 -2.921  0.1079
H 5.483 -0.397 -2.147  0.1841
H 5.721 -0.632 0.433  0.0854
H 3.951 -1.108 1.854  0.0050
H -1.917 -0.186 -1.539  0.1997
H -1.000 -1.226 -2.777  0.1954
H -0.879 0.723 1.178  0.1467
H -2.045 2.855 -1.484  0.0156
H -0.632 3.846 -3.180  0.0743
H 1.743 3.349 -3.290  0.1012
H 2.639 2.278 -1.207  0.0534
H 2.006 4.022 1.145  0.1266
H 1.362 3.265 2.873  0.1104

6.
DFT (ωB97M-V/def2-TZVPD) results for a molecular structure, C23H27N5O2 in a non-equilibrium geometry.

Summary:
- relative energy (zero: lowest compared OMol25 entry of this formula, charge and spin) (eV) = 17.596
- energy (eV) = -35819.880
- LUMO level (eV) = -0.4586

Last column: Löwdin charge in e.
Positions of all 57 atoms, in Å:
C 4.321 2.167 1.278  -0.0705
C 2.986 2.923 1.909  -0.1954
C 1.645 2.112 1.717  -0.1486
C 1.774 0.861 2.591  -0.2164
C 2.292 -0.196 1.902  -0.2079
N 1.556 -0.643 0.675  0.0605
C 0.376 -1.243 0.748  -0.2955
N -0.436 -1.433 1.730  0.1658
C -1.611 -1.915 1.585  -0.3890
N -2.296 -2.076 0.512  0.0799
C -1.687 -1.762 -1.000  -0.2663
O -2.291 -1.749 -1.960  0.1639
C -0.355 -1.071 -0.471  0.0338
C 0.599 -0.764 -1.598  -0.1751
N 0.634 -0.408 -2.830  0.2042
C 1.922 -0.107 -3.303  -0.2527
C 1.950 0.168 -4.543  -0.0178
C 3.132 0.657 -5.204  -0.1361
C 3.993 1.057 -4.491  -0.1863
C 4.127 0.754 -3.113  0.0272
C 2.927 0.429 -2.510  -0.2877
N 3.002 0.023 -1.257  0.1913
C 1.746 -0.424 -0.794  -0.0571
H 5.000 0.963 -2.474  0.1219
H 4.901 1.648 -5.058  0.1661
H 3.048 0.847 -6.304  0.1378
H 1.113 -0.038 -5.148  0.1117
C -3.746 -2.555 0.247  -0.0186
H -3.690 -2.999 -0.609  0.0438
H -3.798 -3.406 1.164  0.1814
C -4.725 -1.374 0.535  -0.3362
C -4.913 -0.377 -0.605  -0.0845
H -5.900 -0.768 -1.086  0.1660
C -4.785 0.970 0.058  -0.2607
H -4.414 1.653 -0.724  0.1735
C -3.981 0.638 0.967  -0.1963
H -4.097 1.624 1.908  0.2059
O -4.140 -0.784 1.693  -0.1201
H -2.837 0.716 0.749  0.1595
H -5.724 1.150 0.159  0.0775
H -4.116 -0.825 -1.221  0.0998
H -5.419 -2.058 0.889  0.1139
C -2.155 -2.494 2.897  0.0008
H -2.360 -3.552 2.944  0.0709
H -3.154 -1.899 2.961  0.1033
H -1.705 -2.330 3.832  0.0554
H 2.264 -1.293 2.528  0.1992
H 3.257 -0.257 1.546  0.0738
H 0.717 0.693 2.791  0.1235
H 2.559 0.925 3.325  0.1340
H 0.956 2.809 2.067  0.0837
H 1.569 1.968 0.656  0.1029
H 3.093 3.232 2.894  0.0699
H 2.964 3.810 1.425  0.0459
H 4.059 1.728 0.389  -0.0263
H 4.677 1.222 1.845  0.0751
H 5.176 3.051 1.183  0.1215